No. 1
Computed, not measured: the molecule C10H17NO3 at a distorted geometry, with the ωB97M-V functional and the def2-TZVPD basis.

The geometry in XYZ format:
```
31
Properties=species:S:1:pos:R:3:forces:R:3
C -1.356 1.969 1.434 0.549 -1.353 -0.430
C -1.238 0.746 0.832 0.482 1.899 -0.750
C -2.188 -0.332 1.131 1.887 2.375 0.353
O -2.396 -1.181 0.332 -1.450 -3.414 -2.426
C -0.116 0.494 -0.221 -1.245 0.807 -1.004
C 0.434 1.851 -1.179 -1.051 -1.206 1.670
O 1.374 1.483 -1.853 0.893 -0.237 -0.924
O -0.174 2.885 -0.996 -0.376 0.758 -0.087
C 1.094 0.037 0.495 0.390 0.111 1.261
C 0.958 -1.201 1.362 -0.994 -1.696 -2.674
C 1.533 1.123 1.426 1.445 3.637 1.847
N -0.583 -0.547 -1.316 -1.494 -0.777 2.353
C -1.323 0.129 -2.349 -2.301 0.638 -3.780
C 0.424 -1.456 -1.881 1.244 -1.062 1.106
H -0.699 2.838 1.256 -0.590 -0.815 -0.233
H -2.110 2.065 2.189 -0.386 0.147 0.387
H -2.642 -0.492 2.063 -0.840 0.641 1.914
H 1.880 0.000 -0.205 0.858 -0.547 -1.093
H -0.022 -1.735 1.247 0.892 0.231 -0.189
H 1.766 -1.896 1.108 -0.150 -0.036 0.717
H 0.946 -0.814 2.309 0.411 -0.021 2.711
H 1.013 1.189 2.417 0.100 -0.337 -0.910
H 1.455 2.155 1.014 -0.542 -0.643 -0.151
H 2.613 1.268 1.725 -0.667 -1.439 -0.501
H -1.449 -1.213 -0.816 2.360 2.167 -0.502
H -0.816 0.980 -2.928 -0.268 -1.285 1.392
H -1.492 -0.668 -3.163 -0.067 1.138 1.111
H -2.382 0.524 -2.063 2.071 -0.828 0.087
H 0.998 -1.019 -2.666 0.081 0.644 -0.631
H 1.200 -1.787 -1.134 -1.162 0.431 -0.494
H -0.079 -2.356 -2.229 -0.078 0.073 -0.131
```
Positions in Å, forces in eV/Å.

Values from the calculation:
Structure (SMILES): C=C(C=O)[C@@](C(=O)[O-])(C(C)C)[NH+](C)C
Gap between HOMO and LUMO in eV: 7.9
Total energy in Eh: -671.5827

***

No. 2
Computed, not measured: the molecule C4H9NO4S at a distorted geometry, with the ωB97M-V functional and the def2-TZVPD basis.

The geometry in XYZ format:
```
19
Properties=species:S:1:pos:R:3:forces:R:3
C 2.493 -0.271 0.482 0.903 -1.253 -0.048
N 1.415 -0.127 -0.568 0.382 1.728 1.029
C 0.606 1.143 -0.412 -0.320 0.215 -1.288
C -1.036 0.875 -0.361 -0.496 2.515 1.282
C -1.674 0.356 1.078 -0.758 1.003 -1.521
O -1.203 -1.068 1.122 -1.260 1.326 -2.614
S -1.608 -1.566 -0.474 1.021 -7.390 -4.158
O -0.531 -2.432 -1.235 -3.445 4.021 3.690
O -2.893 -2.428 -0.479 3.659 4.672 0.739
O -1.618 -0.063 -1.349 0.854 -1.421 3.636
H 2.118 -0.945 1.392 0.697 1.583 -1.913
H 3.389 -0.874 -0.024 -1.872 1.357 1.253
H 2.917 0.744 0.897 -0.838 -1.846 -0.844
H 1.766 -0.271 -1.540 -0.437 0.428 1.435
H 0.930 1.803 0.524 -0.840 -1.650 -1.816
H 0.775 1.848 -1.360 -0.465 -1.450 1.964
H -1.527 1.912 -0.619 0.832 -1.989 0.540
H -1.481 1.024 2.027 0.255 -1.877 -1.888
H -2.836 0.340 0.899 2.128 0.030 0.524
```
Positions in Å, forces in eV/Å.

Values from the calculation:
Structure (SMILES): CNC[C@@H]1COS(=O)(=O)O1
Gap between HOMO and LUMO in eV: 9.1
Total energy in Eh: -911.5225

***

For reference, lowest unoccupied orbital energy by record: -0.3 0.0 eV.
For reference, relative energy (zero: lowest compared OMol25 entry of this formula, charge and spin) by record: 513.8 614.1 kJ/mol.